(A)
Entry from OMol25: a single C5H14N2O molecule (wB97M-V/def2-TZVPD).

```
22
Properties=species:S:1:pos:R:3:nbo_charge:R:1
C 1.78 0.63 -1.44 -0.6676
C -0.70 1.20 -1.87 -0.6566
C 0.27 -0.58 2.61 -0.4037
C -1.41 -1.17 1.02 -0.4181
C 0.33 0.31 -1.21 0.4091
N 0.23 0.51 0.52 -0.4894
N -0.15 -0.65 1.23 -0.3119
O 0.05 -1.05 -1.64 -0.7054
H 1.93 1.54 -0.89 0.2381
H 2.16 0.74 -2.45 0.2165
H 2.49 -0.10 -0.99 0.2182
H -1.56 1.52 -1.09 0.2082
H -1.28 0.76 -2.65 0.2409
H -0.34 2.14 -2.22 0.2205
H -0.46 0.00 3.22 0.1575
H 0.35 -1.56 2.96 0.1944
H 1.34 -0.17 2.75 0.2153
H -2.24 -0.48 1.48 0.1214
H -1.59 -1.36 -0.05 0.2292
H -1.62 -2.05 1.60 0.2049
H -0.50 1.18 0.68 0.3096
H 0.92 -1.38 -1.58 0.4691
```

Calculated values
Structure (SMILES): CN(C)NC(C)(C)O
Total charge: 0
Orbital gap (eV): 8.98
Spin multiplicity: 1

***

(B)
Entry from OMol25: 3 unconnected molecules or ions with the total composition C5H14N2O (wB97M-V/def2-TZVPD).

```
22
Properties=species:S:1:pos:R:3:nbo_charge:R:1
C 0.37 -0.10 0.86 0.0928
C -0.55 -0.17 -0.20 -0.1750
C -2.08 0.50 1.06 -0.1333
C 1.83 -0.46 -0.85 -0.4078
C -1.09 -1.48 -0.69 -0.6384
N 0.85 1.08 1.34 -0.8096
N 2.48 0.84 -0.89 -0.8813
O -3.29 0.40 0.36 -0.7292
H -3.24 0.95 -0.43 0.4626
H 0.36 -0.92 1.58 0.2005
H -0.53 0.66 -0.90 0.2005
H 1.53 1.00 2.09 0.3776
H 1.21 1.68 0.58 0.4051
H 2.31 1.30 -1.78 0.3626
H 3.49 0.81 -0.75 0.3664
H -1.77 1.53 1.26 0.1533
H -2.17 -0.10 1.96 0.1612
H 1.59 -0.82 -1.85 0.1685
H 2.40 -1.22 -0.31 0.1723
H -2.16 -1.41 -0.86 0.2326
H -0.61 -1.78 -1.62 0.2098
H -0.92 -2.27 0.05 0.2088
```

Calculated values
Total charge: 0
Orbital gap (alpha / beta) (eV): 6.82 / 6.82
Spin multiplicity: 1

***

(C)
Entry from OMol25: a single C5H14N2O molecule (wB97M-V/def2-TZVPD).

```
22
Properties=species:S:1:pos:R:3:nbo_charge:R:1
C -2.24 -0.76 1.19 -0.6318
C -1.54 -1.75 0.26 -0.2145
N -0.19 -1.40 -0.17 -0.6302
C -0.02 -0.16 -0.90 0.0866
N 1.12 -0.33 -1.77 -0.8391
C 0.21 1.10 -0.01 -0.0828
O 1.30 1.89 -0.45 -0.5517
C 2.46 1.80 0.35 -0.2414
H -3.28 -1.05 1.36 0.2124
H -1.74 -0.72 2.16 0.2004
H -2.24 0.25 0.77 0.1986
H -1.48 -2.73 0.74 0.1958
H -2.15 -1.89 -0.64 0.1837
H 0.47 -1.48 0.59 0.3557
H -0.98 -0.02 -1.43 0.1460
H 0.96 -1.12 -2.38 0.3657
H 1.32 0.50 -2.32 0.3701
H -0.67 1.75 -0.04 0.1825
H 0.35 0.79 1.02 0.1665
H 3.31 2.08 -0.26 0.1913
H 2.62 0.78 0.72 0.1714
H 2.40 2.48 1.21 0.1646
```

Calculated values
Structure (SMILES): CCN[C@H](N)COC
Total charge: 0
Orbital gap (eV): 9.68
Spin multiplicity: 1

***

(D)
Entry from OMol25: a single C5H14N2O molecule (wB97M-V/def2-TZVPD).

```
22
Properties=species:S:1:pos:R:3:nbo_charge:R:1
C 0.45 1.20 -0.66 -0.2161
N 1.03 1.99 0.47 -0.6283
C 2.46 1.72 0.61 0.0777
O 2.67 0.57 1.51 -0.7534
C 0.34 -0.34 -0.41 -0.4413
C -0.86 -0.97 -1.08 -0.4346
C -2.09 -1.05 -0.09 -0.2152
N -2.97 -2.21 -0.03 -0.8531
H -0.58 1.59 -0.71 0.1964
H 1.14 1.38 -1.47 0.1943
H 0.56 1.59 1.28 0.3557
H 2.98 2.58 1.04 0.1654
H 2.86 1.31 -0.30 0.1695
H 2.99 0.93 2.35 0.4672
H 1.23 -0.85 -0.78 0.2098
H 0.39 -0.49 0.66 0.2136
H -0.95 -2.03 -1.29 0.2151
H -1.27 -0.36 -1.88 0.2108
H -2.76 -0.17 -0.18 0.1675
H -1.83 -0.78 0.96 0.1808
H -2.94 -2.85 -0.81 0.3573
H -2.86 -2.74 0.82 0.3610
```

Calculated values
Structure (SMILES): NCCCCNCO
Total charge: 0
Orbital gap (eV): 9.77
Spin multiplicity: 1

***

Which of them is least stable? Easy: (B).